DFT (ωB97M-V with the def2-TZVPD basis set) results for a structure of composition C12H15NO5S in a non-equilibrium geometry.

Computed properties:
E_LUMO   0.5 eV
Energy relative to the best compared isomer or geometry (same formula, charge and spin)   12.8690 eV

Positions of all 34 atoms, in Å:
O 5.72 1.36 0.03
C 5.43 0.21 -0.03
O 6.28 -0.73 -0.10
H 7.09 -0.53 -0.15
C 3.88 -0.36 -0.10
C 2.82 0.73 0.19
C 1.46 0.33 0.37
C 1.14 -0.85 0.06
C 2.08 -1.84 0.00
C 3.51 -1.57 0.03
H 4.17 -2.08 -0.01
H 1.73 -2.80 -0.02
H 0.13 -1.30 0.10
S 0.32 1.81 0.37
O 0.91 2.98 0.00
O -0.54 1.49 1.66
N -0.65 1.21 -0.92
H -0.42 1.81 -1.72
C -2.01 1.40 -0.84
H -2.34 1.62 0.38
H -2.69 1.97 -1.53
C -2.75 -0.05 -0.84
H -2.39 -0.35 -1.96
C -4.18 -0.20 -0.49
H -4.56 -0.93 -1.43
H -4.59 0.67 -0.94
C -4.09 -0.69 0.85
H -4.26 0.58 1.37
C -2.75 -1.04 1.24
H -2.61 -2.05 1.62
O -2.00 -0.96 -0.18
H -2.16 -0.35 1.67
H -4.82 -1.20 1.17
H 3.14 1.73 0.13